{"formula": "C4H6N2O", "method": "ωB97M-V/def2-TZVPD", "energy_ha": -340.6323, "homo_ev": [-7.89, -7.90], "homo_lumo_gap_ev": [7.6, 8.2], "e_above_lowest_kcal_mol": 102.0, "lumo_ha": [-0.0108, 0.0093], "elements": ["C", "C", "O", "C", "N", "C", "N", "H", "H", "H", "H", "H", "H"], "xyz": [[-0.425807, -0.635962, -1.948825], [1.495686, 0.976224, 1.286328], [0.645292, 1.024870, 0.325162], [-0.525113, 0.409660, 0.213175], [-1.031731, 0.372899, -1.081110], [-0.973145, -0.348920, 1.311875], [-1.342628, -0.924897, 2.256608], [-1.013056, -0.740441, -2.864264], [0.578272, -0.302470, -2.230568], [-0.340676, -1.619187, -1.463219], [2.390608, 1.558265, 1.128334], [1.305788, 0.346628, 2.148852], [-2.041589, 0.386951, -1.111870]], "atomic_forces_ev_per_a": [[0.2, -0.1, -0.2], [0.8, -0.1, 1.2], [-0.5, 0.3, -1.3], [-0.2, -0.3, 0.2], [-0.2, 0.0, 0.3], [-0.3, -0.3, 0.5], [0.3, 0.4, -0.8], [0.1, 0.1, 0.1], [-0.1, -0.1, 0.0], [-0.1, 0.1, -0.1], [-0.1, -0.1, 0.1], [0.0, 0.1, -0.1], [0.1, 0.0, 0.0]], "nbo_charge": [-0.4138, -0.0628, -0.3444, 0.2749, -0.6169, 0.1513, -0.3137, 0.2077, 0.1988, 0.1822, 0.1783, 0.1733, 0.3850]}



{"formula": "C50H89BN3O26S7", "method": "ωB97M-V/def2-TZVPD", "energy_ha": -6891.2861, "homo_ev": -7.83, "homo_lumo_gap_ev": 9.1, "total_charge": -1, "lumo_ha": 0.0475, "elements": ["O", "C", "O", "B", "O", "C", "O", "O", "C", "O", "C", "O", "O", "C", "C", "O", "C", "H", "H", "H", "H", "H", "H", "C", "C", "O", "C", "H", "H", "H", "H", "H", "H", "C", "C", "O", "C", "H", "H", "H", "H", "H", "H", "C", "C", "O", "C", "H", "H", "H", "H", "H", "H", "C", "C", "N", "H", "H", "H", "C", "C", "N", "H", "H", "H", "C", "C", "N", "H", "H", "H", "C", "C", "C", "S", "O", "O", "C", "H", "H", "H", "H", "H", "H", "H", "H", "C", "C", "C", "S", "O", "O", "C", "H", "H", "H", "H", "H", "H", "H", "H", "C", "C", "C", "S", "O", "O", "C", "H", "H", "H", "H", "H", "H", "H", "H", "C", "C", "C", "S", "O", "O", "C", "H", "H", "H", "H", "H", "H", "H", "H", "C", "C", "C", "S", "O", "O", "C", "H", "H", "H", "H", "H", "H", "H", "H", "C", "C", "C", "S", "O", "O", "C", "H", "H", "H", "H", "H", "H", "H", "H", "C", "C", "C", "S", "O", "O", "C", "H", "H", "H", "H", "H", "H", "H", "H"], "xyz": [[-1.031269, 0.347769, -3.486728], [-0.662620, -0.060030, -2.381380], [0.064569, 0.689565, -1.540804], [0.488030, -0.185875, -0.474043], [-0.180961, -1.523869, -0.642536], [-0.862464, -1.507009, -1.749205], [-1.370656, -2.481620, -2.303969], [0.166042, 0.340720, 0.877195], [1.230579, 0.365662, 1.671344], [1.254813, 0.625987, 2.903607], [2.419062, 0.125044, 0.706226], [1.949902, -0.223184, -0.497494], [3.636156, 0.285082, 0.948220], [3.886687, 0.768321, -5.733075], [4.621710, 2.036327, -5.256738], [5.803474, 2.009146, -4.884687], [3.978665, 3.365300, -5.570657], [2.815759, 0.963074, -5.790486], [4.047405, -0.103855, -5.099371], [4.254567, 0.558147, -6.737358], [4.645130, 4.188086, -5.311880], [3.023014, 3.453020, -5.053793], [3.697093, 3.409608, -6.622720], [-7.324566, -0.738664, -4.721292], [-7.996052, 0.587646, -4.465519], [-7.938625, 1.182195, -3.398260], [-8.842565, 1.132706, -5.588942], [-6.891749, -1.183058, -3.825036], [-6.485265, -0.598349, -5.402459], [-7.965401, -1.500102, -5.165864], [-8.866401, 2.220088, -5.517218], [-9.837933, 0.708656, -5.456500], [-8.564435, 0.844248, -6.602608], [-6.333353, -6.867316, -4.745116], [-6.271302, -7.215256, -6.285157], [-5.377676, -7.923225, -6.749648], [-7.270886, -6.399010, -7.196548], [-7.008700, -7.537997, -4.213900], [-6.812608, -5.890503, -4.680112], [-5.327709, -6.822136, -4.327111], [-7.907393, -7.068920, -7.774622], [-6.767587, -5.711474, -7.876329], [-7.982598, -5.826361, -6.601860], [-7.013838, 1.930369, 3.394184], [-5.894527, 1.068514, 3.694106], [-5.180763, 1.282967, 4.690332], [-5.636724, -0.150365, 2.804040], [-6.611326, 2.908995, 3.132691], [-7.588565, 1.963690, 4.319757], [-7.673448, 1.531948, 2.623294], [-6.154135, -1.017848, 3.213759], [-4.567943, -0.338680, 2.702324], [-5.913897, 0.052734, 1.769626], [6.860047, 1.124363, 6.817113], [6.388485, 0.900168, 8.193506], [6.072056, 0.694963, 9.282892], [7.420226, 2.059334, 6.805624], [6.004499, 1.323597, 6.171788], [7.423541, 0.239731, 6.520478], [1.216063, -2.667406, 7.426497], [1.486796, -3.810133, 8.308621], [1.757139, -4.672687, 9.030003], [0.126144, -2.655205, 7.423064], [1.598239, -2.993465, 6.459171], [1.680058, -1.749815, 7.788225], [-2.063515, -3.816672, -8.967184], [-2.521143, -4.639826, -10.098655], [-2.926578, -5.248230, -11.021027], [-0.977404, -3.870363, -9.041925], [-2.430573, -4.377555, -8.107668], [-2.573412, -2.853507, -8.987220], [2.566032, -6.841161, -4.818847], [3.861020, -7.628885, -4.848688], [3.597809, -8.870741, -3.946307], [1.899938, -9.375330, -4.260174], [1.228892, -9.444622, -2.946828], [1.965909, -10.532890, -5.142169], [1.437205, -7.874606, -5.127807], [2.578502, -5.966051, -5.468555], [2.507079, -6.422146, -3.814332], [4.728186, -6.990700, -4.678874], [4.070806, -7.924547, -5.876633], [3.657166, -8.594668, -2.893519], [4.356152, -9.650013, -4.022199], [0.468664, -7.708442, -4.656202], [1.404484, -7.971199, -6.213030], [8.676105, -5.765747, 0.798390], [8.759767, -6.867127, 1.863303], [7.392515, -7.129949, 2.532830], [6.377831, -5.627043, 2.099507], [6.097899, -4.880987, 3.336508], [5.349355, -6.083606, 1.164585], [7.649728, -4.714253, 1.223361], [8.419452, -6.236696, -0.150528], [9.680654, -5.348900, 0.726194], [9.422917, -6.493640, 2.643574], [9.150837, -7.804212, 1.467008], [7.443938, -7.051126, 3.618761], [6.811116, -8.037868, 2.372355], [8.042154, -4.009642, 1.956588], [7.177399, -4.068737, 0.482856], [1.548637, 6.419728, 11.315525], [0.394854, 5.811233, 10.491162], [1.048133, 5.271081, 9.233070], [2.298134, 6.491943, 8.705221], [1.814746, 7.391116, 7.680925], [3.619319, 5.908052, 8.529826], [2.357587, 7.361298, 10.373817], [2.251034, 5.642909, 11.617663], [1.307861, 6.959339, 12.231481], [-0.301898, 6.599337, 10.205622], [-0.107430, 5.050789, 11.089098], [0.378058, 4.921730, 8.447541], [1.593204, 4.363184, 9.491363], [1.821623, 8.304884, 10.271489], [3.403666, 7.566033, 10.601650], [-2.875105, -6.460010, 2.456656], [-2.986062, -6.144675, 3.990741], [-4.063721, -7.035483, 4.734614], [-4.951780, -7.978001, 3.293838], [-5.962027, -7.093358, 2.728393], [-5.210724, -9.373753, 3.625211], [-3.473778, -7.852821, 2.152921], [-1.880127, -6.333209, 2.029996], [-3.427920, -5.653968, 1.974165], [-3.162611, -5.102852, 4.258217], [-1.971183, -6.425957, 4.271810], [-4.752774, -6.585814, 5.449541], [-3.576458, -7.883950, 5.215014], [-3.659843, -7.933820, 1.081980], [-2.773078, -8.662575, 2.356423], [-1.607470, 5.779976, 2.922623], [-1.754237, 5.857467, 1.361905], [-1.922063, 7.345199, 1.011601], [-2.935836, 8.096477, 2.306876], [-4.357254, 8.023346, 1.942059], [-2.345962, 9.381484, 2.752171], [-2.567282, 6.792694, 3.530286], [-0.618534, 6.048480, 3.294122], [-1.858105, 4.809832, 3.351687], [-2.607838, 5.239046, 1.084383], [-0.942736, 5.475329, 0.742613], [-2.204628, 7.649663, 0.003851], [-0.904109, 7.721430, 1.113164], [-3.525410, 6.404433, 3.875750], [-2.046899, 7.350432, 4.308893], [7.956903, 5.757603, 1.402965], [8.696488, 6.884235, 0.580620], [7.707362, 7.234372, -0.569043], [6.103333, 7.496022, 0.216829], [5.030968, 6.853459, -0.534407], [5.963775, 8.900068, 0.617977], [6.541686, 6.353081, 1.676660], [8.504335, 5.534776, 2.318815], [7.902613, 4.842559, 0.813186], [9.569779, 6.460973, 0.084321], [9.041917, 7.725582, 1.181381], [7.637755, 6.304805, -1.133983], [7.973968, 7.974783, -1.323233], [5.760197, 5.613653, 1.851688], [6.572378, 6.896119, 2.621255], [-4.101387, 6.057500, -5.591950], [-4.375612, 5.558139, -7.040174], [-5.238928, 6.661445, -7.652581], [-6.369485, 7.309523, -6.282098], [-7.680792, 6.658395, -6.276075], [-6.247067, 8.744383, -6.172500], [-5.402368, 6.566908, -4.922413], [-3.328035, 6.824205, -5.545073], [-3.761274, 5.160923, -5.073697], [-4.894173, 4.604767, -7.141533], [-3.437781, 5.374884, -7.564569], [-5.918690, 6.458131, -8.480040], [-4.537536, 7.454075, -7.913140], [-6.039680, 5.729878, -4.637288], [-5.319519, 7.344384, -4.162965]], "atomic_forces_ev_per_a": [[0.6, -1.4, 2.6], [-0.8, 1.5, -2.5], [-1.1, -1.2, -0.6], [0.4, 0.2, 1.2], [0.5, 0.8, 0.4], [-0.2, -1.6, -2.3], [0.6, 2.3, 1.2], [-0.1, -0.1, 0.8], [-0.3, 1.1, 2.8], [0.0, -1.0, -4.5], [4.2, 0.2, 0.1], [0.3, -0.2, 1.2], [-3.9, -0.5, -0.4], [-0.1, 0.7, 0.6], [2.5, -0.3, -0.7], [-2.3, -0.3, -0.3], [-0.4, -0.2, 0.4], [0.0, -0.1, -0.1], [0.2, 0.2, 0.0], [0.0, 0.0, 0.0], [-0.1, -0.1, 0.0], [0.0, 0.1, 0.3], [0.2, -0.1, -0.2], [0.6, -0.4, 0.4], [-0.2, 0.2, 0.8], [0.2, -0.7, -1.1], [0.0, 0.2, -0.2], [-0.1, 0.3, 0.2], [0.0, 0.2, -0.2], [-0.3, 0.3, -0.2], [-0.2, -0.1, 0.0], [-0.2, 0.2, 0.2], [0.4, -0.1, 0.1], [-0.4, 0.1, -1.7], [1.4, 0.4, -0.2], [-2.0, 1.2, 0.8], [-0.1, -0.9, 0.8], [0.3, -0.3, 0.0], [0.2, 0.1, 0.2], [-0.2, -0.3, 0.0], [0.3, -0.2, -0.2], [0.3, -0.2, 0.1], [0.2, 0.1, 0.2], [-1.4, 0.5, -0.1], [3.0, -1.5, 1.9], [-1.3, -0.4, -1.9], [0.6, 0.8, -0.3], [-0.3, 0.1, 0.0], [-0.1, 0.5, 0.0], [0.2, 0.2, -0.2], [0.0, 0.0, -0.2], [0.0, -0.2, 0.7], [-0.6, -0.1, 0.1], [-0.6, 0.3, 0.6], [0.0, -0.1, 0.4], [0.1, 0.2, -0.7], [0.4, -0.3, 0.0], [0.0, -0.4, -0.1], [0.0, 0.3, -0.3], [-0.2, -1.4, 0.3], [0.9, -0.4, 1.1], [-0.4, 0.7, -0.7], [0.0, 0.7, -0.4], [-0.1, 0.6, -0.2], [-0.2, -0.2, -0.1], [-0.6, -1.5, -0.6], [-1.5, -1.3, -2.9], [1.3, 1.6, 2.7], [-0.1, 0.7, 0.5], [0.4, 0.3, 0.4], [0.6, 0.1, -0.1], [-0.3, -0.1, 0.8], [0.0, -0.6, -0.8], [1.3, 1.2, 0.4], [1.3, -1.2, 1.1], [0.5, 0.2, -2.2], [-0.7, 0.8, 0.5], [0.1, 0.8, 0.5], [-0.2, -0.3, -0.3], [-0.5, -0.1, 0.2], [0.0, -0.2, 1.0], [-0.3, -0.5, -0.2], [-0.3, 0.3, 0.0], [-0.5, -0.3, -0.6], [-0.1, 0.6, -0.5], [-0.3, -0.6, 0.2], [0.0, -0.2, -0.4], [-0.5, -0.4, 0.7], [-0.4, 1.5, 0.6], [-0.5, -0.7, 0.8], [-0.2, -1.0, -1.6], [0.7, 0.8, 0.9], [0.2, 0.1, 0.4], [-0.1, 0.3, -0.1], [-0.2, 0.2, -0.3], [0.1, -0.3, 0.0], [0.2, 0.2, -0.1], [0.3, 0.1, 0.0], [0.2, 0.2, -0.8], [0.2, -0.2, 0.2], [0.0, -0.5, -0.4], [1.4, 0.4, -0.5], [0.5, 0.9, 0.3], [0.3, -1.1, -0.1], [1.1, 1.1, 1.1], [-0.3, -0.5, 0.4], [-1.1, -0.2, 0.0], [-1.2, -0.5, -0.8], [-0.2, -0.3, 0.1], [-0.5, -0.1, -0.1], [-0.2, 0.0, 0.2], [-0.1, -0.1, -0.3], [0.0, 0.7, -0.2], [0.4, 0.1, 0.0], [0.0, 0.0, -0.2], [-0.1, -0.3, 0.1], [-1.5, 0.7, 0.1], [0.2, -1.1, 0.2], [0.8, -1.4, -2.1], [1.3, 0.9, -0.4], [0.3, -0.9, 0.6], [-0.1, 1.3, -0.1], [0.3, 0.8, 0.5], [0.2, -0.3, 0.5], [-0.4, -0.4, -0.4], [0.2, 0.0, -0.5], [-0.2, 0.1, 1.1], [-0.1, 0.2, -0.5], [0.0, 0.1, 0.2], [-0.9, 0.0, 0.2], [-0.1, 0.0, 0.5], [0.0, 0.1, -0.5], [-0.7, -0.1, 0.2], [0.9, -0.1, 0.2], [-0.1, 0.8, 0.1], [1.5, 0.2, 0.3], [-1.0, -2.0, -0.8], [0.0, 1.1, 0.1], [0.2, -0.2, -0.4], [0.2, -0.2, -0.4], [-0.3, 0.2, -0.1], [0.3, -0.1, 0.5], [-0.6, -0.3, 0.2], [-0.1, 0.6, 0.3], [0.1, 0.0, -0.1], [-0.4, -0.1, 0.3], [-0.3, 1.6, -0.6], [-0.4, -0.8, -0.7], [0.4, -0.6, 0.3], [-0.4, -0.4, 0.8], [1.0, 0.7, 0.5], [0.3, -1.7, -0.3], [0.4, 0.1, 0.2], [-0.2, 0.1, 0.1], [0.0, 0.1, -0.1], [0.2, 0.0, 0.2], [-0.4, 0.0, 0.1], [-0.5, -0.1, 0.0], [-0.1, 0.5, 0.6], [-0.1, 0.0, -0.7], [0.0, 0.6, -0.3], [-0.4, -1.0, 0.5], [-0.9, 0.5, 0.0], [-0.3, 0.6, 0.2], [0.6, -1.0, 0.7], [1.2, 0.7, -0.6], [-0.3, -0.1, -0.5], [-0.2, -0.3, -1.4], [0.0, -0.1, -0.3], [0.3, 0.3, 0.4], [-0.2, -0.1, 0.8], [0.0, 0.5, -0.1], [0.3, -0.3, 0.0], [-0.5, 0.5, 0.0], [0.2, 0.1, 0.4], [0.2, -0.3, 0.0]], "lowdin_charge": [0.0921, -0.3222, 0.2353, -0.8926, 0.2293, -0.3771, 0.0966, 0.2106, -0.3279, 0.0746, -0.3252, 0.2222, 0.0839, -0.0212, -0.4540, 0.0285, -0.0351, 0.0719, 0.0806, 0.0822, 0.0819, 0.0835, 0.0821, -0.0304, -0.4904, 0.0582, -0.0316, 0.0821, 0.0860, 0.0792, 0.0835, 0.0881, 0.0757, -0.0191, -0.4085, 0.0364, -0.0266, 0.0770, 0.0570, 0.0784, 0.0717, 0.0765, 0.0566, -0.0371, -0.4966, 0.0290, -0.0177, 0.1012, 0.0954, 0.0836, 0.0876, 0.0809, 0.0739, -0.0690, -0.2877, 0.1133, 0.0785, 0.0830, 0.0825, -0.0631, -0.2984, 0.1101, 0.0801, 0.0850, 0.0862, -0.0674, -0.2881, 0.1080, 0.0827, 0.0806, 0.0847, -0.2180, -0.2275, -0.2234, 0.6962, -0.3389, -0.3415, -0.2092, 0.1142, 0.1184, 0.1136, 0.1087, 0.0986, 0.1021, 0.0984, 0.1084, -0.2206, -0.2182, -0.1956, 0.7146, -0.3523, -0.3432, -0.2282, 0.1142, 0.1107, 0.1104, 0.1110, 0.0865, 0.0978, 0.1017, 0.1110, -0.2208, -0.2188, -0.2332, 0.6950, -0.3334, -0.3451, -0.1961, 0.1106, 0.1088, 0.1163, 0.1171, 0.1087, 0.1032, 0.0920, 0.0952, -0.2259, -0.1967, -0.1602, 0.7181, -0.3522, -0.3584, -0.2100, 0.1117, 0.1039, 0.1040, 0.0997, 0.0911, 0.0778, 0.1016, 0.0956, -0.1948, -0.1962, -0.2378, 0.7168, -0.3536, -0.3605, -0.2312, 0.1132, 0.1140, 0.1103, 0.1130, 0.1061, 0.1028, 0.1024, 0.0955, -0.1982, -0.2084, -0.2419, 0.7094, -0.3463, -0.3463, -0.1885, 0.1049, 0.1096, 0.1027, 0.1104, 0.0999, 0.1052, 0.0948, 0.0927, -0.2060, -0.2186, -0.2067, 0.6957, -0.3496, -0.3439, -0.2086, 0.1154, 0.1102, 0.1110, 0.1110, 0.0933, 0.0969, 0.0968, 0.1028]}